This record from the Open Molecules 2025 dataset describes C5H9N3O2S2 in the gas phase at a distorted geometry. The level of theory is ωB97M-V/def2-TZVPD.

The HOMO energy is -8.36 eV. The value obtained for the energy above the lowest of the compared OMol25 structures with the same formula, charge and spin is 0.0 kJ/mol. Its HOMO-LUMO gap is 8.990 eV. The total energy comes out at -35564.9892 eV. The spin multiplicity is 1. The SMILES is CNc1snc(N)c1S(C)(=O)=O.

Each line ends with the Mulliken charge.
Geometry (Å):
S1 0.15271 0.14236 1.65336  1.33
S2 -1.91495 -0.76338 -1.97442  0.02
O1 -0.64256 -0.00694 2.83242  -0.67
O2 0.52582 1.49897 1.32318  -0.79
N1 -2.09556 -1.90144 -0.80813  -0.64
N2 -1.57316 -2.39217 1.40740  -0.50
N3 -0.25520 1.39422 -1.31856  -0.11
C1 1.58124 -0.91627 2.18837  -1.13
C2 -0.28386 2.06464 -2.57467  -0.79
C3 -0.90561 0.28076 -1.00935  0.67
C4 -1.56587 -1.56059 0.30972  0.15
C5 -0.70219 -0.45948 0.25618  -0.35
H1 -0.79954 1.39570 -3.24748  0.25
H2 0.67653 2.21901 -3.02709  0.32
H3 -1.77475 -1.90706 2.23562  0.25
H4 1.95756 -0.41040 3.04030  0.39
H5 -0.00959 1.83589 -0.37004  0.33
H6 -2.14582 -3.23174 1.13725  0.29
H7 2.45603 -0.78228 1.51974  0.33
H8 -0.59405 3.20576 -2.57070  0.24
H9 1.28549 -1.85175 2.24095  0.42


This record from the Open Molecules 2025 dataset describes C4H8N2S in the gas phase at a distorted geometry. The level of theory is ωB97M-V/def2-TZVPD.

The HOMO energy is -8.54 eV. The value obtained for the energy above the lowest of the compared OMol25 structures with the same formula, charge and spin is 255.4 kJ/mol. Its HOMO-LUMO gap is 9.483 eV. The total energy comes out at -18091.0950 eV. The spin multiplicity is 1. The SMILES is C/C(=N\N)[C@@H]1CS1.

Each line ends with the Mulliken charge.
Geometry (Å):
S1 -2.49036 -0.33990 -0.94059  -0.14
N1 0.60754 -1.04692 -0.01143  -0.22
N2 1.84833 -1.25907 -0.59526  -0.62
C1 1.02713 1.29667 -0.29532  -1.44
C2 -2.13371 -0.68480 0.75434  -0.77
C3 0.11150 0.11097 -0.06598  0.90
C4 -1.30459 0.40486 0.12220  -0.25
H1 -1.68079 -1.61151 0.86375  0.34
H2 -2.90544 -0.32202 1.44414  0.28
H3 2.15160 -2.17182 -0.34409  0.26
H4 1.83896 1.37205 0.52805  0.32
H5 2.54576 -0.56313 -0.25294  0.21
H6 -1.65110 1.33242 0.40929  0.45
H7 0.46184 2.23736 -0.34076  0.34
H8 1.57333 1.24483 -1.27540  0.35


This record from the Open Molecules 2025 dataset describes C4H10O2 in the gas phase at a distorted geometry. The level of theory is ωB97M-V/def2-TZVPD.

The HOMO energy is -9.45 eV. The value obtained for the energy above the lowest of the compared OMol25 structures with the same formula, charge and spin is 309.3 kJ/mol. Its HOMO-LUMO gap is 10.520 eV. The total energy comes out at -8402.3413 eV. The spin multiplicity is 1. The SMILES is CO[C@@H](C)CO.

Each line ends with the Mulliken charge.
Geometry (Å):
O1 0.93344 0.22123 0.33524  -0.60
O2 -1.02654 1.43043 0.02614  -0.56
C1 -0.31978 -1.97277 0.18134  -1.49
C2 -1.12924 0.26258 -0.75399  -0.53
C3 0.11067 -0.63706 -0.46101  0.59
C4 1.23956 1.62934 -0.44653  -0.69
H1 0.67833 -0.89210 -1.37043  0.27
H2 1.88011 2.02540 0.32350  0.30
H3 -1.18414 0.51502 -1.81958  0.27
H4 -2.05459 -0.21338 -0.43556  0.35
H5 1.68495 1.21204 -1.33182  0.33
H6 -0.91120 -1.82368 1.09080  0.35
H7 0.51317 -2.64065 0.42129  0.36
H8 -0.96416 -2.51932 -0.53057  0.37
H9 0.59798 2.48798 -0.78741  0.29
H10 -0.39732 1.12361 0.72303  0.41


This record from the Open Molecules 2025 dataset describes a molecular structure, C21H28F3MnO4 at a distorted geometry. The level of theory is ωB97M-V/def2-TZVPD.

The HOMO energy (spin up / spin down) is -11.69 / -11.69 eV. The value obtained for the energy above the lowest of the compared OMol25 structures with the same formula, charge and spin is 0.0 kJ/mol. The expectation value of S² is 3.996. Its HOMO-LUMO gap (spin up / spin down) is 5.870 / 6.110 eV. The total energy comes out at -69882.8567 eV. The spin multiplicity is 4. Its total charge is +1.

Each line ends with the Mulliken charge.
Geometry (Å):
Mn1 -0.01045 0.43052 0.33291  0.29
F1 -0.16851 -4.82199 -1.33470  -0.24
F2 0.83517 -4.87117 0.61672  -0.26
F3 -1.35483 -4.77057 0.50930  -0.26
O1 -0.60868 1.98848 -6.78313  -0.35
O2 -0.23698 -2.23715 1.10717  -0.60
O3 -1.13930 -0.19001 -3.78766  -0.54
O4 0.06458 -2.09525 -1.12104  -0.45
C1 1.50963 1.11785 1.59798  -0.39
C2 -0.12178 -2.73444 -0.04411  0.27
C3 -0.75996 2.91768 -7.92816  1.51
C4 0.81804 0.86825 -4.75766  -0.64
C5 -1.54132 1.75619 -0.23131  -0.28
C6 -0.08682 4.25946 -7.64716  -1.69
C7 -0.20746 -4.31903 -0.07506  0.74
C8 0.01896 -1.15119 -3.94342  -0.20
C9 2.03491 -0.25505 -0.20079  -0.45
C10 -2.01493 0.42205 -0.53292  -0.29
C11 0.58620 -0.60573 -5.23926  -0.35
C12 -2.10372 -0.29687 0.70454  -0.49
C13 -1.57820 0.52329 1.75900  -0.37
C14 1.43009 1.91685 0.38687  -0.68
C15 0.14959 1.13987 -7.69355  -0.59
C16 1.87363 -0.21999 1.22237  -0.42
C17 -0.40511 1.08504 -3.81541  0.51
C18 -0.00545 2.02764 -8.92202  -0.79
C19 -2.24797 3.06492 -8.18411  -1.58
C20 1.73320 1.04541 -0.73294  0.13
C21 -1.28045 1.82856 1.19200  -0.43
H1 -0.61661 1.53631 -9.69199  0.32
H2 -2.36309 0.06307 -1.49889  0.52
H3 -2.69182 2.07248 -8.34649  0.37
H4 0.98346 4.15059 -7.42425  0.36
H5 -2.70918 3.51878 -7.29376  0.32
H6 -0.17158 -0.57439 -6.03803  0.15
H7 1.29304 2.99733 0.31870  0.55
H8 0.97409 2.38111 -9.27642  0.30
H9 -2.48841 3.68120 -9.06494  0.39
H10 2.10584 -1.03711 1.89729  0.45
H11 -0.15422 4.95292 -8.49916  0.41
H12 -0.29636 -2.20188 -3.84641  0.51
H13 -0.04924 1.31235 -2.77966  -0.79
H14 -1.53162 2.58937 -0.93078  0.55
H15 0.77099 -0.94156 -3.14273  -0.19
H16 1.48203 -1.10588 -5.62127  0.41
H17 0.83692 1.63462 -5.51590  0.46
H18 1.19167 1.05003 -7.34737  0.38
H19 2.44768 -1.08610 -0.77319  0.46
H20 -0.28834 0.13524 -7.81362  0.25
H21 -1.02691 2.71263 1.77092  0.56
H22 1.79677 0.89004 -4.24125  0.19
H23 1.42749 1.47168 2.62559  0.57
H24 -0.56606 4.74841 -6.78770  0.34
H25 -1.53285 0.24465 2.81676  0.50
H26 1.85181 1.32977 -1.77554  0.57
H27 -1.09422 1.86970 -4.12359  0.50
H28 -2.60657 -1.25023 0.84476  0.47


This record from the Open Molecules 2025 dataset describes a gas-phase ion, C5H12N2 (charge +1) at a distorted geometry. The level of theory is ωB97M-V/def2-TZVPD.

The HOMO energy (spin up / spin down) is -9.11 / -12.38 eV. The value obtained for the energy above the lowest of the compared OMol25 structures with the same formula, charge and spin is 225.8 kJ/mol. The expectation value of S² is 0.760. Its HOMO-LUMO gap (spin up / spin down) is 5.313 / 8.579 eV. The total energy comes out at -8350.2286 eV. The spin multiplicity is 2. Its total charge is +1.

Each line ends with the Mulliken charge.
Geometry (Å):
N1 2.64982 -0.96791 -0.95411  -0.35
N2 -2.20088 0.76475 1.53564  -0.20
C1 1.30191 -0.59890 -1.54829  -0.49
C2 -0.77194 0.59459 -0.46818  -0.63
C3 -2.92275 -0.00437 2.35934  -0.57
C4 0.73059 0.61797 -0.80315  -0.85
C5 -1.06700 0.32633 0.80992  -0.17
H1 2.98659 -1.87898 -1.27757  0.34
H2 1.21517 0.99577 0.10893  0.58
H3 -0.40481 -0.08802 1.56776  0.32
H4 0.79479 1.49176 -1.45863  0.35
H5 -2.64863 -1.03462 2.57634  0.30
H6 -3.71476 0.37147 2.99171  0.30
H7 2.72344 -1.01203 0.06566  0.34
H8 1.61791 -0.36737 -2.56087  0.31
H9 -1.51070 0.94525 -1.18620  0.37
H10 0.58056 -1.41088 -1.55215  0.44
H11 3.33062 -0.28309 -1.30033  0.38
H12 -2.68994 1.53827 1.09419  0.22


This record from the Open Molecules 2025 dataset describes 2 unconnected molecules or ions with the total composition C10H12N2O2 at a distorted geometry. The level of theory is ωB97M-V/def2-TZVPD.

The HOMO energy (spin up / spin down) is -8.07 / -8.07 eV. The value obtained for the energy above the lowest of the compared OMol25 structures with the same formula, charge and spin is 445.8 kJ/mol. Its HOMO-LUMO gap (spin up / spin down) is 7.876 / 7.877 eV. The total energy comes out at -17634.9749 eV. The spin multiplicity is 1. The SMILES is O=C1C=CC=C/C1=C\O.C=N/N=C\C.

Each line ends with the Mulliken charge.
Geometry (Å):
O1 -0.09682 1.38430 1.55820  -0.47
O2 2.71405 -1.61302 2.36706  -0.68
N1 -2.06427 0.99968 0.14666  -0.04
N2 -1.83047 0.94996 -1.14300  -0.31
C1 3.71966 -1.36033 0.26273  -0.65
C2 1.50931 0.38481 -0.49667  -0.14
C3 1.55717 -0.09984 0.88271  0.99
C4 -2.75021 0.11713 0.80801  0.08
C5 -2.38114 1.63414 -2.07931  -0.44
C6 0.73369 0.45126 1.80150  -0.14
C7 -3.45267 -1.05674 0.30303  -0.97
C8 2.65840 -1.10097 1.21089  0.49
C9 2.43707 0.05835 -1.39039  -1.27
C10 3.55753 -0.76720 -0.92705  -0.01
H1 -3.69080 -0.88032 -0.71243  0.33
H2 4.34289 -1.09787 -1.71118  0.23
H3 -2.72025 0.38139 1.93810  0.31
H4 4.59775 -1.93057 0.64355  0.37
H5 -2.01584 1.60413 -3.15018  0.25
H6 0.64758 0.20671 2.88734  0.42
H7 2.50935 0.21591 -2.44221  0.41
H8 -3.43253 1.89625 -1.98428  0.31
H9 0.69308 1.01345 -0.71077  0.06
H10 -2.84996 -1.92818 0.39701  0.25
H11 -4.49076 -1.32219 0.81354  0.28
H12 0.09819 1.85978 0.72713  0.34


This record from the Open Molecules 2025 dataset describes C9H10N2O in the gas phase at a distorted geometry. The level of theory is ωB97M-V/def2-TZVPD.

The HOMO energy is -8.29 eV. The value obtained for the energy above the lowest of the compared OMol25 structures with the same formula, charge and spin is 632.5 kJ/mol. Its HOMO-LUMO gap is 8.980 eV. The total energy comes out at -14517.3681 eV. The spin multiplicity is 1. The SMILES is CN1Nc2ccccc2CC1=O.

Each line ends with the Mulliken charge.
Geometry (Å):
O1 -1.85084 0.15393 -2.48538  -0.60
N1 -0.83025 -0.84662 0.74909  -0.31
N2 -1.35071 -1.10278 -0.64301  -0.06
C1 2.62233 0.06212 1.67533  -0.41
C2 0.52821 0.98079 0.12868  0.79
C3 0.35602 -0.09826 0.97984  0.68
C4 -2.66520 -1.86358 -0.46092  -0.76
C5 2.88563 1.14092 0.72611  -0.52
C6 -1.45440 0.10812 -1.31145  0.41
C7 1.40241 -0.66459 1.71966  -0.67
C8 -0.56092 1.29330 -0.60391  -0.82
C9 1.76671 1.51387 -0.05614  -0.73
H1 1.50741 -1.60325 2.44488  0.19
H2 3.78297 -0.36370 1.93037  0.17
H3 -0.19975 1.70094 -1.43749  0.44
H4 -2.86655 -2.19164 -1.65279  0.25
H5 -2.28135 -2.80747 -0.17539  0.33
H6 3.96368 1.57504 0.67435  0.29
H7 -3.30804 -1.05063 0.28354  0.33
H8 -0.42291 -1.84575 1.03564  0.32
H9 1.98855 2.22446 -0.77862  0.43
H10 -1.37544 1.94024 0.03289  0.24